Entry 1:
Density functional theory data (wB97M-V/def2-TZVPD) for a single C12H25N3O3 molecule.

Results
- multiplicity = 1
- DFT total energy (eV) = -23459.512
- charge = 0
- energy relative to the best compared isomer or geometry (same formula, charge and spin) (eV) = 4.250
- E_LUMO (eV) = 0.61

CARTESIAN COORDINATES (ANGSTROEM)
C: 3.8137 -1.1356 0.6404
C: 2.7136 -0.7980 1.7197
C: 2.0486 0.5690 1.5183
C: 2.7053 1.6712 2.4606
C: 0.5039 0.3534 1.9285
N: -0.2584 -0.6031 1.2164
C: -0.5053 -0.3291 -0.0991
O: -0.0615 0.8200 -0.6285
C: -1.6386 -1.1148 -0.6611
N: -2.2479 -1.8704 0.4930
C: -2.7817 -0.2899 -1.3724
C: -2.1197 0.3397 -2.6686
C: -1.6262 -0.4014 -4.0259
C: -0.3903 -1.4099 -3.8516
N: 0.8170 -1.0766 -3.1396
C: -0.1822 1.6617 2.2110
O: 0.2642 2.7283 2.3530
O: -1.5093 1.4025 2.4100
H: 3.5348 -1.2270 -0.3892
H: 4.7071 -0.5736 0.8719
H: 4.2837 -2.0955 1.0080
H: 2.0091 -1.6797 1.7191
H: 3.3033 -0.6848 2.6318
H: 2.1025 0.8725 0.4576
H: 3.7964 1.3648 2.7040
H: 2.1037 1.3536 3.3477
H: 2.8637 2.7055 2.1103
H: 0.5016 -0.1241 2.9265
H: -0.9999 -1.0664 1.6292
H: -1.2357 -1.7489 -1.5504
H: -1.8099 -2.8286 0.6987
H: -3.1800 -2.1724 0.2385
H: -3.6318 -0.9718 -1.6718
H: -2.9998 0.3978 -0.5676
H: -2.8058 1.2158 -3.1503
H: -1.2898 0.9216 -2.1677
H: -1.0967 0.3510 -4.5596
H: -2.5364 -0.8416 -4.4896
H: -0.7171 -2.4118 -3.4175
H: -0.1346 -1.5027 -4.9073
H: 0.6186 -0.5591 -2.2517
H: 1.3849 -0.4937 -3.6271
H: -1.7407 2.3460 2.5412



Entry 2:
Density functional theory data (wB97M-V/def2-TZVPD) for a molecular structure, C12H26CdN8O3.

Results
- multiplicity = 1
- DFT total energy (eV) = -35495.890
- charge = -2
- energy relative to the best compared isomer or geometry (same formula, charge and spin) (eV) = 0.000
- E_LUMO (eV) = 5.00

CARTESIAN COORDINATES (ANGSTROEM)
Cd: -0.2254 0.1208 -0.5843
N: -1.5631 -2.1239 1.6051
C: -0.8596 -1.2616 2.5483
C: -1.0651 0.2563 2.4196
O: -0.8080 0.9501 3.4358
N: -1.4941 0.6843 1.2442
C: -1.7413 2.1100 1.1397
C: -1.8922 2.5977 -0.3132
O: -2.5183 3.6446 -0.5091
O: -1.3050 1.9149 -1.2277
H: -2.3874 -1.6205 1.2920
H: -1.0080 -2.2559 0.7536
H: 0.2179 -1.4545 2.4714
H: -1.1347 -1.5021 3.5801
H: -0.9224 2.7041 1.5769
H: -2.6365 2.4082 1.6922
C: 2.5754 0.7214 3.2933
N: 3.2527 0.0308 2.2134
C: 4.6980 0.0787 2.3265
C: 2.6748 0.0741 0.9411
N: 1.6140 0.7452 0.6746
N: 3.3098 -0.7297 0.0339
C: 3.1703 -0.7186 -1.4000
N: 3.1914 -1.9622 -1.8611
N: 3.0918 0.4661 -1.9517
H: 2.9909 0.3686 4.2393
H: 1.5019 0.5275 3.3028
H: 2.7255 1.8103 3.2438
H: 5.0224 -0.4973 3.1977
H: 5.0513 1.1132 2.4528
H: 5.1572 -0.3320 1.4330
H: 1.3285 1.3495 1.4372
H: 3.5567 -1.6449 0.3755
H: 3.2255 -1.9071 -2.8773
H: 0.8825 -2.1423 -1.3707
H: 2.9494 0.3249 -2.9492
C: -0.6143 -3.8553 -2.5866
C: -0.8610 -2.3530 -2.3778
C: -0.4695 -1.6111 -3.6688
C: -2.3482 -2.1228 -2.1044
N: -0.1026 -1.9070 -1.2262
H: -1.1674 -4.2481 -3.4484
H: -0.9159 -4.4020 -1.6904
H: 0.4529 -4.0328 -2.7483
H: -1.0123 -1.9830 -4.5481
H: 0.6036 -1.7279 -3.8425
H: -0.6783 -0.5436 -3.5593
H: -2.9708 -2.4545 -2.9425
H: -2.5406 -1.0589 -1.9356
H: -2.6474 -2.6671 -1.2052



Entry 3:
Density functional theory data (wB97M-V/def2-TZVPD) for a molecular structure, C12H26ClFMgSbSi.

Results
- multiplicity = 1
- DFT total energy (eV) = -47967.879
- charge = -1
- E_LUMO (eV) = 3.01

CARTESIAN COORDINATES (ANGSTROEM)
Mg: -1.4476 0.3101 2.9880
C: -3.4341 -1.8568 -2.4226
Si: -3.4784 -0.0993 -1.7146
C: -5.2994 0.3898 -1.5320
C: -2.7035 1.0373 -3.0189
C: -2.6597 0.0428 -0.0947
C: -2.1979 0.1784 1.0304
H: -3.9767 -1.9211 -3.3686
H: -3.8893 -2.5634 -1.7255
H: -2.4071 -2.1829 -2.6011
H: -5.8517 0.3343 -2.4732
H: -5.3777 1.4100 -1.1506
H: -5.7903 -0.2664 -0.8104
H: -3.2383 0.9841 -3.9700
H: -1.6616 0.7652 -3.2032
H: -2.7195 2.0759 -2.6815
C: 4.0451 -1.6108 -1.1046
C: 3.1803 -2.1517 0.0295
Sb: 1.6100 -0.9191 1.0064
C: 1.2561 0.4908 -0.6421
C: 2.3463 1.5053 -0.9687
C: 2.9037 0.3969 2.1867
C: 4.3659 0.4847 1.7606
H: 4.6962 -2.3969 -1.5037
H: 4.6862 -0.7942 -0.7714
H: 3.4270 -1.2497 -1.9290
H: 3.8076 -2.5250 0.8450
H: 2.6092 -3.0106 -0.3342
H: 0.3298 0.9976 -0.3673
H: 1.0346 -0.1320 -1.5129
H: 2.5726 2.1355 -0.1071
H: 2.0244 2.1664 -1.7807
H: 3.2656 1.0144 -1.2894
H: 2.8219 0.0167 3.2044
H: 2.4237 1.3775 2.1734
H: 4.8232 -0.5066 1.7477
H: 4.9422 1.1066 2.4540
H: 4.4665 0.9198 0.7663
F: 0.1515 -0.3131 3.5041
Cl: -4.1998 1.1630 4.0129
C: -2.5213 0.9834 4.6958
H: -2.6306 0.2658 5.5116
H: -2.3050 1.9471 5.1614



> Which formula does entry 2 have?

C12H26CdN8O3